No. 1
Below is C9H13Cl3F10NPS3Si as an isolated structure in a non-equilibrium geometry, with properties calculated with the ωB97M-V functional and the def2-TZVPD basis.

**HOMO energy**: -8.7 eV
**Lowest unoccupied orbital energy**: -0.0030 hartree
**Gap between HOMO and LUMO**: 8.64 eV
**Molecular weight**: 586.8 g/mol
**Net charge**: 0
**DFT total energy**: -125447.06516 eV

Geometry as XYZ:
```
41
Properties=species:S:1:pos:R:3:forces:R:3:lowdin_charge:R:1
C 3.874 -1.380 -0.033 -0.3117 0.1006 -0.3798 -0.1243
C 3.375 0.073 0.108 -0.0396 -0.2258 -0.2220 -0.2490
C 2.010 0.183 0.856 0.9847 0.3677 -0.3134 -0.3707
F 1.601 -1.064 1.320 -0.2626 0.2085 0.0656 -0.0615
Si 0.642 1.081 -0.124 -0.3891 0.3080 1.0754 0.5003
C -1.009 1.153 0.821 -0.0697 0.1374 -0.6627 -0.2299
C -2.108 0.156 0.358 0.5817 0.5868 0.1175 -0.1096
C -2.100 -1.194 1.130 -0.3731 1.9565 -0.4362 -0.4755
F -3.279 -1.226 1.789 -0.4259 -0.8530 0.0428 0.1174
F -1.159 -1.197 2.076 0.7016 -0.3897 0.1167 0.1239
C -1.973 -2.365 0.134 -0.5944 -0.5844 0.6481 -0.4814
F -1.077 -2.136 -0.798 1.3424 0.6340 -0.1668 0.1099
F -3.130 -2.439 -0.504 -1.0206 0.0902 -0.2190 0.1505
S -1.595 -4.070 0.858 0.1252 -1.6476 -1.2419 0.7843
F -0.151 -3.613 1.297 -0.2178 0.4929 0.4001 -0.1149
F -2.242 -3.719 2.249 0.1710 0.3578 0.0916 -0.1097
F -2.997 -4.630 0.341 0.0102 0.0316 0.4727 -0.1388
F -0.979 -4.519 -0.551 -0.0790 0.0615 0.1398 -0.1383
F -1.265 -5.516 1.410 -0.0545 0.1305 0.1184 -0.1162
N 1.216 2.793 -0.209 -0.3236 -2.9757 -3.0756 0.0092
C 1.165 3.319 0.833 0.5568 2.8332 2.9906 -0.9766
S 1.209 4.170 2.146 -0.1424 -0.0385 0.4451 0.7395
P 0.449 0.422 -2.258 1.0821 -0.9319 -1.4863 0.2191
S 1.577 -1.130 -2.705 -0.2313 0.0208 0.2863 0.1171
H 4.305 -1.740 0.905 -0.0224 0.0462 -0.1805 0.0762
H 4.612 -1.430 -0.841 0.0655 0.0619 0.3154 0.0764
H 3.069 -2.054 -0.332 0.0819 0.1365 0.1343 0.0372
H 4.175 0.634 0.605 -0.4057 0.1102 0.1106 0.1062
H 3.247 0.531 -0.882 0.2270 -0.2535 0.0696 0.0603
H 2.188 0.840 1.728 -0.3551 -0.2747 0.0060 0.1141
H -1.403 2.157 0.590 0.1569 -0.2078 -0.0128 0.0433
H -0.855 1.164 1.906 0.0467 -0.2376 -0.1984 0.0959
H -2.024 0.024 -0.725 -0.1097 -0.2403 0.2010 0.0761
H -3.071 0.646 0.518 0.0103 -0.4274 0.1251 0.1311
H -0.888 0.197 -2.667 0.0092 0.5223 0.2425 -0.0572
H 0.918 1.497 -3.063 -0.6617 0.1578 0.4242 -0.0529
C -1.151 4.888 -1.658 -0.0604 0.1593 0.0581 -1.5289
Cl -1.708 5.163 -0.006 0.0278 -0.0656 -0.1037 0.5466
Cl -1.592 3.260 -2.203 -0.0474 -0.0009 -0.0373 0.5401
Cl -1.808 6.104 -2.752 0.0502 -0.0824 0.0302 0.5502
H -0.070 4.967 -1.669 -0.0334 -0.0754 0.0085 0.0103
```
Positions in Å, forces in eV/Å.

***

No. 2
Below is C32H44BDyFN2O8S as an isolated structure in a non-equilibrium geometry, with properties calculated with the ωB97M-V functional and the def2-TZVPD basis.

**HOMO energy (spin up / spin down)**: -15.2 / -15.2 eV
**Multiplicity**: 6
**Lowest unoccupied orbital energy (spin up / spin down)**: -0.4195 / -0.3501 hartree
**Expectation value of S²**: 9.82
**Gap between HOMO and LUMO (spin up / spin down)**: 3.74 / 5.63 eV
**Molecular weight**: 809.1 g/mol
**Net charge**: +3
**DFT total energy**: -91513.13065 eV

Geometry as XYZ:
```
90
Properties=species:S:1:pos:R:3:forces:R:3:lowdin_charge:R:1
C 3.188 -2.965 6.334 -0.0141 -0.1841 -0.5065 -0.1209
C 3.091 -1.635 5.379 0.0558 0.2171 -0.9976 -0.1553
C 4.532 -0.885 5.127 3.0812 -0.6140 4.8792 -0.2448
O 5.498 -0.968 6.053 -5.6777 0.8889 -6.6589 0.0017
O 4.670 -0.105 3.858 1.3457 -2.2123 1.7844 -0.1231
C 6.018 -0.409 3.332 0.8915 -0.0643 0.6906 -0.1699
C 6.275 0.144 1.801 -1.5713 -1.0674 -0.7800 -0.0903
C 4.988 0.953 1.155 -2.7540 1.0550 -1.7098 -0.0929
N 4.092 0.201 0.213 0.0648 5.7870 1.9974 0.1190
C 2.975 1.038 -0.342 0.3378 -0.0310 0.3230 -0.0905
C 1.930 0.317 -1.405 -1.1836 3.8674 0.3995 -0.1307
S 2.080 -1.519 -1.905 -5.2672 -3.6075 -4.3086 0.8819
O 1.017 -2.410 -1.188 4.8459 3.5988 -1.1734 -0.3637
O 1.703 -1.548 -3.433 2.6952 0.7855 5.9247 -0.3523
F 3.678 -2.134 -1.677 -3.3538 1.7732 -0.1597 -0.2424
C 0.648 1.125 -2.106 3.3479 1.1241 2.8204 0.0821
C 0.477 2.722 -1.727 2.8813 -0.8358 2.2878 -0.0924
C -0.730 3.650 -2.381 0.9062 0.0746 -0.1701 -0.1248
C -1.428 4.672 -1.294 -0.6872 0.1807 -1.4865 -0.1945
O -2.364 3.923 -0.439 2.2108 0.9505 1.2374 -0.2091
C -1.791 3.664 0.904 0.1787 0.1521 0.6164 -0.1649
C -3.035 3.470 1.961 0.0668 1.6994 -0.6653 -0.1150
O -3.157 2.078 2.493 -0.7481 -1.4622 -4.6085 -0.1152
C -3.465 1.190 1.344 0.3186 -1.6896 -1.5204 -0.0806
C -4.886 1.256 0.516 1.2809 -2.1449 -2.0044 0.0956
C -5.212 0.273 -0.791 3.0788 1.1244 2.9154 0.0715
C -4.099 -0.838 -1.336 -0.0900 2.3222 2.4769 0.0240
C -4.362 -1.809 -2.673 -0.6296 0.0879 1.1853 -0.4161
C -3.621 -1.040 -3.910 -0.8359 1.4632 -0.1279 -0.0370
C -6.005 -1.865 -2.842 -0.0515 1.5944 -0.3775 -0.0779
C -3.858 -3.322 -2.352 -0.1236 -1.0560 0.5969 -0.1371
C -3.458 -4.256 -3.631 0.4594 -1.7744 -0.2308 -0.5008
C -4.504 -4.229 -4.890 0.1544 -1.2470 -0.1762 -0.0934
C -3.514 -5.830 -3.058 0.1326 0.3143 -0.3402 -0.1009
C -1.860 -4.064 -4.087 -0.3608 1.3331 1.3996 -0.0662
C -2.677 -0.868 -0.464 -0.9767 2.2209 2.0332 0.0684
C -2.356 0.080 0.836 -2.5990 -0.7964 -2.5945 0.0532
C 1.527 3.414 -0.668 -0.6131 -2.9762 -1.4164 0.0688
C 2.787 2.600 0.071 -1.8285 0.5457 -1.2153 -0.1042
N 3.611 3.402 1.040 1.7125 -7.2224 -1.6724 0.1088
C 4.707 2.507 1.548 -1.1069 -0.4946 -1.5822 -0.0440
B 5.766 3.195 2.652 -4.1694 -1.8957 1.9708 -0.4385
O 6.988 3.867 2.100 -2.5358 1.8165 1.0982 -0.2238
O 5.486 3.078 4.097 1.9919 1.5558 -4.4307 -0.0712
C 4.177 3.680 4.398 -2.5013 0.5243 0.4084 -0.0516
H 3.792 -3.785 5.723 -1.2361 1.7379 1.5350 0.0989
H 3.697 -2.764 7.383 -1.1352 -0.3477 -2.3880 0.1011
H 2.077 -3.372 6.474 2.5085 0.9628 -0.2196 0.1011
H 2.710 -1.979 4.301 0.7205 0.9168 2.3756 0.1305
H 2.330 -0.841 5.816 1.6684 -1.5409 -0.9402 0.1339
H 6.805 0.130 4.019 -1.4225 -1.2456 -1.0705 0.1220
H 6.146 -1.589 3.431 0.1071 2.6859 -0.5586 0.1696
H 7.290 0.753 1.754 -1.8289 -0.7348 0.0462 0.0677
H 6.447 -0.805 1.106 -0.3402 2.1984 1.3515 0.1525
H -0.116 0.606 -2.848 2.0358 1.0112 1.7410 0.1290
H -0.242 4.312 -3.244 -0.9306 -1.4377 1.8848 0.1438
H -1.546 2.972 -2.913 1.7425 1.3825 1.4078 0.1351
H -2.087 5.430 -1.939 1.4000 -1.7236 1.4382 0.1559
H -0.670 5.329 -0.686 -1.3636 -1.4825 -1.0844 0.1190
H -1.063 2.745 0.838 -1.5171 1.5315 0.3587 0.1211
H -1.146 4.578 1.313 -1.4096 -1.7386 -1.1286 0.1409
H -2.874 4.206 2.876 -0.4057 -2.0159 -1.7516 0.1582
H -4.016 3.814 1.393 1.9925 -0.8527 1.2147 0.1459
H -5.669 2.078 0.885 1.7814 -2.1614 -1.0230 0.1369
H -6.245 0.445 -1.313 2.2872 -0.5097 1.1485 0.1080
H -4.452 -0.354 -4.426 1.8114 -1.4481 1.1146 0.1116
H -3.195 -1.719 -4.757 -0.6196 1.1519 2.0378 0.0765
H -2.831 -0.268 -3.467 -1.3594 -1.8538 -1.1593 0.0852
H -6.382 -2.542 -3.717 1.0472 1.1630 1.7927 0.0927
H -6.540 -2.143 -1.838 1.1550 0.3493 -1.9637 0.1084
H -6.329 -0.753 -3.132 0.4772 -2.4296 0.5753 0.0900
H -4.760 -3.876 -1.800 1.8747 1.2871 -1.1615 0.1426
H -2.950 -3.399 -1.586 -1.8460 0.3879 -1.6784 0.1148
H -4.248 -5.188 -5.554 -0.4880 2.1290 1.4074 0.1108
H -4.408 -3.312 -5.608 -0.3782 -1.5744 1.5356 0.0811
H -5.617 -4.423 -4.510 2.4365 0.6768 -0.8775 0.0957
H -4.636 -6.232 -3.052 2.5179 0.8736 0.2402 0.1035
H -3.014 -5.839 -1.995 -1.1614 -0.1899 -1.9542 0.0913
H -2.856 -6.533 -3.762 -1.6064 1.5743 1.4913 0.0988
H -1.269 -5.075 -4.093 -1.2997 2.0382 -0.3663 0.0898
H -1.744 -3.418 -5.057 -0.1262 -1.5440 1.6721 0.0827
H -1.383 -3.415 -3.207 -0.7096 -1.3480 -1.9362 0.0757
H -1.862 -1.654 -0.837 -1.8156 1.9975 1.0395 0.1107
H -1.308 -0.067 1.383 -2.6741 0.4677 -1.2713 0.1258
H 1.380 4.561 -0.409 0.4666 -2.7596 -0.5657 0.1104
H 6.947 4.837 2.378 -0.4260 -0.9348 -0.5652 0.1681
H 3.314 2.964 4.029 1.8602 1.4664 0.6992 0.1317
H 4.038 3.850 5.558 0.7381 -0.4780 -2.4672 0.1435
H 4.097 4.709 3.844 -0.0410 -1.9169 1.1859 0.1184
Dy 8.860 3.223 2.630 3.1525 -1.4029 0.7062 1.9304
```
Positions in Å, forces in eV/Å.

***

- The lowest net charge belongs to which entry?
  C9H13Cl3F10NPS3Si